Entry 1:
Density functional theory data (the ωB97M-V functional and the def2-TZVPD basis) for a molecular structure, C70H70BrN9O4Ru in a non-equilibrium geometry.

Structure (XYZ):
```
155
Properties=species:S:1:pos:R:3:lowdin_charge:R:1
Ru 1.632 0.625 0.338 0.91
C 3.838 -6.111 2.938 -0.03
C 3.273 -5.509 1.644 -0.50
C 2.034 -6.260 1.149 -0.04
C 4.351 -5.618 0.556 -0.05
C 3.033 -4.005 1.861 -0.39
O 3.945 -3.215 1.662 0.05
N 1.823 -3.479 2.228 0.17
C 0.576 -3.889 2.729 -0.17
C 0.433 -4.917 3.653 -0.04
C -0.807 -5.234 4.185 -0.09
C -1.921 -4.497 3.824 -0.09
C -1.782 -3.430 2.952 -0.04
C -0.549 -3.090 2.400 -0.12
C -0.377 -1.926 1.500 -0.09
C 0.153 -2.212 0.186 -0.29
C -0.051 -3.396 -0.576 -0.05
C 0.360 -3.109 -1.860 -0.04
C 0.811 -1.758 -1.850 -0.26
N 0.729 -1.273 -0.582 0.03
C 1.166 -0.923 -2.944 -0.10
C 1.364 0.434 -2.769 -0.25
C 1.947 1.363 -3.697 0.00
C 2.034 2.561 -3.060 -0.01
C 1.415 2.397 -1.758 -0.30
C 1.173 3.466 -0.867 -0.10
C 0.070 3.745 0.030 -0.14
N -0.841 2.931 0.721 0.10
C -1.825 3.747 1.295 -0.20
C -2.611 3.030 2.235 -0.08
C -2.029 1.810 2.406 -0.11
C -2.201 0.727 3.297 -0.02
C -1.447 -0.394 3.110 -0.02
C -0.765 -0.652 1.873 -0.18
N -0.594 0.438 0.953 0.02
C -3.822 3.565 2.881 -0.10
C -3.732 4.556 3.853 -0.02
C -4.873 5.077 4.442 -0.09
C -6.119 4.622 4.043 -0.08
C -6.225 3.655 3.057 -0.03
C -5.084 3.107 2.479 -0.19
N -5.162 2.209 1.398 0.16
C -6.138 1.306 1.035 -0.42
O -6.394 1.157 -0.144 0.08
C -6.780 0.363 2.076 -0.51
C -6.502 -1.045 1.518 -0.04
C -6.198 0.430 3.489 -0.04
C -8.292 0.614 2.090 -0.04
C -1.599 5.055 0.940 -0.02
C -0.420 5.061 0.195 -0.04
C 2.069 4.657 -1.126 -0.15
C 1.584 5.754 -1.836 -0.08
C 2.326 6.908 -2.019 -0.10
C 3.600 6.983 -1.488 -0.09
C 4.149 5.886 -0.852 -0.02
C 3.421 4.703 -0.701 -0.14
N 4.094 3.541 -0.276 0.17
C 5.377 3.498 0.203 -0.42
O 5.903 4.442 0.770 0.05
C 6.213 2.241 -0.115 -0.51
C 6.836 1.717 1.182 -0.04
C 7.350 2.762 -1.014 -0.05
C 5.480 1.136 -0.875 -0.06
N 1.022 1.109 -1.613 -0.04
C 1.275 -1.515 -4.302 -0.13
C 2.526 -1.711 -4.867 -0.03
C 2.674 -2.300 -6.115 -0.10
C 1.546 -2.714 -6.796 -0.09
C 0.282 -2.515 -6.259 -0.05
C 0.115 -1.900 -5.019 -0.16
N -1.112 -1.626 -4.391 0.18
C -2.468 -1.596 -4.629 -0.40
O -3.185 -1.231 -3.714 0.08
C -3.070 -2.006 -5.974 -0.50
C -2.844 -3.515 -6.195 -0.04
C -4.582 -1.764 -5.913 -0.06
C -2.508 -1.121 -7.098 -0.04
H 4.122 -7.151 2.769 0.09
H 3.117 -6.084 3.755 0.06
H 4.723 -5.555 3.249 0.09
H 2.331 -7.256 0.813 0.09
H 1.589 -5.732 0.303 0.08
H 1.274 -6.380 1.914 0.06
H 4.642 -6.662 0.426 0.08
H 5.227 -5.034 0.828 0.08
H 3.972 -5.235 -0.393 0.09
H 1.809 -2.488 2.008 0.10
H 1.301 -5.463 3.991 0.09
H -0.893 -6.046 4.895 0.10
H -2.891 -4.741 4.240 0.10
H -2.649 -2.845 2.675 0.12
H -0.504 -4.307 -0.208 0.10
H 0.333 -3.755 -2.725 0.10
H 2.266 1.131 -4.702 0.11
H 2.410 3.492 -3.455 0.11
H -2.898 0.795 4.124 0.11
H -1.450 -1.164 3.866 0.11
H -2.750 4.910 4.142 0.12
H -4.787 5.842 5.203 0.10
H -7.017 5.038 4.482 0.10
H -7.197 3.346 2.695 0.11
H -4.570 2.466 0.616 0.16
H -5.429 -1.248 1.530 0.09
H -6.850 -1.122 0.491 0.08
H -7.008 -1.798 2.126 0.08
H -5.108 0.393 3.459 0.07
H -6.554 -0.433 4.055 0.09
H -6.499 1.326 4.024 0.07
H -8.681 0.596 1.072 0.09
H -8.527 1.584 2.532 0.07
H -8.799 -0.156 2.675 0.09
H -2.203 5.903 1.221 0.10
H 0.034 5.936 -0.228 0.08
H 0.590 5.695 -2.261 0.12
H 1.911 7.745 -2.566 0.10
H 4.185 7.888 -1.593 0.10
H 5.160 5.932 -0.480 0.10
H 3.641 2.671 -0.528 0.09
H 7.275 2.543 1.741 0.08
H 7.614 0.984 0.958 0.08
H 6.092 1.240 1.810 0.08
H 7.917 3.533 -0.493 0.08
H 6.952 3.190 -1.937 0.09
H 8.021 1.941 -1.274 0.08
H 4.618 0.721 -0.326 0.06
H 6.162 0.299 -1.036 0.09
H 5.141 1.488 -1.852 0.08
H 3.395 -1.402 -4.301 0.12
H 3.661 -2.452 -6.533 0.10
H 1.637 -3.202 -7.759 0.10
H -0.565 -2.866 -6.824 0.08
H -0.953 -1.287 -3.448 0.13
H -3.596 -4.076 -5.639 0.09
H -1.871 -3.852 -5.843 0.07
H -2.945 -3.766 -7.253 0.09
H -5.030 -2.326 -5.096 0.08
H -5.038 -2.076 -6.856 0.09
H -4.799 -0.710 -5.745 0.09
H -1.424 -1.050 -7.091 0.06
H -2.903 -0.110 -6.989 0.09
H -2.827 -1.506 -8.069 0.09
C -0.773 1.745 1.566 -0.23
H -1.083 0.310 0.071 0.15
H 0.066 1.859 2.258 0.12
Br 1.634 0.289 6.807 0.73
C 1.957 0.484 4.949 -0.68
C 2.401 -0.595 4.204 -0.10
C 2.703 -0.386 2.872 -0.14
N 2.537 0.796 2.248 -0.10
C 2.186 1.845 3.020 -0.15
C 1.885 1.739 4.360 -0.11
H 2.541 -1.567 4.656 0.11
H 3.153 -1.165 2.267 0.08
H 2.196 2.814 2.530 0.12
H 1.598 2.612 4.927 0.11
```

Properties
Spin multiplicity: 2
Charge: -1
HOMO-LUMO gap (alpha / beta) in eV: 4.4 / 4.4
E_LUMO (alpha / beta) in eV: 1.55 / 1.56
HOMO level (alpha / beta) in eV: -2.9 / -2.9

=====

Entry 2:
Density functional theory data (the ωB97M-V functional and the def2-TZVPD basis) for a molecular structure, C36H51BGeN11O4SeTi in a non-equilibrium geometry.

Structure (XYZ):
```
106
Properties=species:S:1:pos:R:3:lowdin_charge:R:1
Ti -0.706 0.480 0.381 1.01
C -3.811 3.172 3.392 -0.06
C -2.498 2.404 3.519 -0.36
C -1.951 2.529 4.945 -0.06
C -2.632 0.946 3.195 -0.26
C -3.550 0.023 3.726 0.00
C -3.098 -1.202 3.296 -0.07
N -1.988 -1.009 2.563 -0.02
N -1.718 0.299 2.475 0.02
B -0.962 -2.090 2.176 -0.54
N -1.142 -2.415 0.687 -0.02
C -1.711 -3.571 0.303 -0.07
C -2.110 -3.443 -1.001 -0.01
C -1.747 -2.138 -1.378 -0.25
N -1.147 -1.536 -0.334 0.03
C -1.950 -1.605 -2.774 -0.37
C -2.995 -0.493 -2.888 -0.06
C -2.344 -2.752 -3.712 -0.08
N 0.424 -1.586 2.603 -0.02
C 1.295 -2.296 3.353 -0.08
C 2.150 -1.418 3.969 -0.01
C 1.722 -0.146 3.546 -0.28
N 0.700 -0.274 2.710 0.07
C 2.247 1.166 4.053 -0.35
C 3.778 1.204 4.047 -0.06
C 1.686 2.343 3.265 -0.07
H -3.650 4.224 3.624 0.08
H -4.202 3.097 2.380 0.06
H -4.556 2.784 4.083 0.07
H -1.765 2.832 2.831 0.11
H -2.644 2.084 5.657 0.08
H -0.993 2.019 5.023 0.07
H -1.810 3.576 5.206 0.08
H -4.411 0.216 4.333 0.10
H -3.487 -2.187 3.474 0.12
H -1.197 -3.090 2.781 0.12
H -1.807 -4.397 0.979 0.11
H -2.610 -4.194 -1.576 0.10
H -1.001 -1.175 -3.114 0.06
H -3.965 -0.827 -2.527 0.07
H -2.666 0.374 -2.324 0.05
H -3.094 -0.201 -3.933 0.08
H -3.344 -3.113 -3.469 0.08
H -2.359 -2.407 -4.744 0.08
H -1.643 -3.578 -3.638 0.06
H 1.249 -3.367 3.407 0.11
H 2.960 -1.646 4.631 0.09
H 1.908 1.250 5.098 0.14
H 4.197 0.436 4.693 0.07
H 4.160 1.055 3.041 0.07
H 4.122 2.175 4.400 0.08
H 2.211 2.419 2.317 0.06
H 0.628 2.193 3.066 0.05
H 1.831 3.272 3.813 0.09
O 5.907 2.655 -0.591 -0.04
C 4.853 3.173 -0.978 -0.71
O 4.646 4.251 -1.543 -0.03
C 3.567 2.327 -0.693 -0.06
C 3.610 1.219 0.158 0.00
C 2.459 0.545 0.490 -0.14
N 1.245 0.870 0.006 -0.04
C 1.234 1.851 -0.945 -0.24
C 2.339 2.617 -1.271 0.07
C -0.076 1.940 -1.644 -0.59
O -0.433 2.889 -2.332 0.10
O -0.793 0.874 -1.447 -0.20
H 4.568 0.928 0.564 0.11
H 2.504 -0.300 1.166 0.11
H 2.239 3.435 -1.967 0.13
N -4.493 2.079 -0.413 0.10
C -5.080 0.823 -0.396 -0.11
C -4.117 -0.051 0.002 -0.16
N -2.940 0.589 0.212 0.01
C -3.169 1.895 -0.052 -0.28
C -2.179 2.846 0.164 -0.29
N -0.973 2.489 0.691 -0.05
C -0.238 3.645 0.736 -0.14
C -0.956 4.687 0.258 -0.08
N -2.220 4.216 -0.057 0.10
H -4.866 2.888 -0.875 0.14
H -6.109 0.681 -0.660 0.09
H -4.212 -1.112 0.147 0.11
H 0.768 3.668 1.104 0.10
H -0.685 5.711 0.113 0.11
H -2.801 4.645 -0.758 0.14
C 1.214 -3.957 -4.646 -0.22
Ge 2.877 -2.875 -4.763 0.80
C 3.226 -2.482 -6.685 -0.23
C 4.398 -3.940 -4.049 -0.22
C 2.703 -1.148 -3.773 -0.56
Se 1.435 -1.142 -2.258 1.02
C 2.367 -2.463 -1.161 -0.35
H 1.364 -4.964 -5.028 0.01
H 0.416 -3.489 -5.213 0.01
H 0.886 -4.025 -3.614 -0.01
H 3.408 -3.397 -7.242 0.01
H 4.093 -1.840 -6.796 0.01
H 2.378 -1.976 -7.133 0.01
H 4.750 -4.651 -4.792 0.01
H 4.106 -4.495 -3.163 0.00
H 5.224 -3.290 -3.780 0.01
H 2.314 -0.382 -4.443 0.01
H 3.667 -0.800 -3.400 0.01
H 2.358 -3.429 -1.661 0.00
H 1.821 -2.518 -0.222 0.01
H 3.388 -2.130 -0.990 0.03
```

Properties
Spin multiplicity: 3
Energy relative to the best compared isomer or geometry (same formula, charge and spin) in kJ/mol: 238.7
Charge: -1
HOMO-LUMO gap (alpha / beta) in eV: 4.8 / 7.6
E_LUMO (alpha / beta) in eV: 2.20 / 2.18
HOMO level (alpha / beta) in eV: -2.6 / -5.4

=====

Entry 3:
Density functional theory data (the ωB97M-V functional and the def2-TZVPD basis) for a molecular structure, C30H32IrN5O3S.

Structure (XYZ):
```
72
Properties=species:S:1:pos:R:3:lowdin_charge:R:1
Ir -0.457 -0.411 0.641 1.55
C -4.421 0.444 2.042 0.00
C -3.247 -0.079 1.310 -0.18
N -1.926 0.300 1.702 -0.16
N -1.761 1.427 2.356 0.14
C -0.474 1.816 2.332 -0.36
O 0.387 1.194 1.582 -0.18
C -0.063 2.962 3.121 -0.15
C -0.973 3.605 3.968 -0.01
C -0.564 4.693 4.715 -0.05
C 0.747 5.146 4.622 -0.04
C 1.656 4.513 3.779 -0.05
C 1.255 3.425 3.030 -0.01
C -3.259 -0.925 0.200 -0.21
C -4.424 -1.471 -0.380 0.03
C -4.323 -2.265 -1.497 -0.02
C -3.068 -2.524 -2.058 -0.01
C -1.947 -1.979 -1.461 -0.09
N -2.028 -1.227 -0.364 -0.07
H -4.126 0.825 3.015 0.08
H -5.174 -0.333 2.177 0.10
H -4.888 1.265 1.489 0.11
H -1.991 3.248 4.032 0.11
H -1.264 5.191 5.371 0.12
H 1.062 6.000 5.207 0.12
H 2.672 4.876 3.710 0.12
H 1.950 2.930 2.365 0.12
H -5.387 -1.246 0.056 0.13
H -5.215 -2.678 -1.947 0.13
H -2.961 -3.131 -2.944 0.12
H -0.951 -2.127 -1.856 0.11
C 2.618 -2.364 -1.909 0.05
C 2.124 -1.755 -0.637 -0.45
O 1.019 -1.164 -0.658 -0.15
N 2.872 -1.873 0.454 0.12
C 2.577 -1.258 1.747 -0.08
C 1.600 -2.047 2.584 -0.24
C 2.033 -2.908 3.577 0.01
C 1.096 -3.611 4.322 -0.01
C -0.249 -3.425 4.055 -0.02
C -0.605 -2.541 3.052 -0.10
N 0.295 -1.869 2.330 0.01
H 2.388 -1.686 -2.730 0.08
H 2.079 -3.298 -2.079 0.11
H 3.684 -2.577 -1.887 0.10
H 3.733 -2.388 0.361 0.16
H 2.203 -0.248 1.581 0.10
H 3.521 -1.165 2.280 0.14
H 3.091 -3.021 3.770 0.13
H 1.414 -4.286 5.105 0.13
H -1.013 -3.945 4.614 0.12
H -1.646 -2.354 2.816 0.11
C 2.049 -1.047 -6.699 -0.03
C 1.662 -0.345 -5.430 -0.26
C 0.349 -0.381 -4.959 -0.02
C -0.022 0.300 -3.810 -0.07
C 0.938 1.021 -3.118 -0.42
C 2.258 1.057 -3.548 -0.08
C 2.609 0.380 -4.706 -0.03
S 0.499 1.911 -1.646 0.97
C -0.141 3.406 -2.383 -0.20
O -0.752 1.229 -1.096 -0.60
H 1.304 -1.785 -6.990 0.08
H 3.012 -1.546 -6.596 0.09
H 2.141 -0.329 -7.516 0.10
H -0.396 -0.939 -5.513 0.12
H -1.042 0.277 -3.446 0.11
H 3.005 1.614 -2.993 0.12
H 3.634 0.416 -5.054 0.13
H -0.961 3.141 -3.048 0.07
H 0.666 3.888 -2.933 0.07
H -0.483 4.050 -1.574 0.06
```

Properties
Spin multiplicity: 5
Energy relative to the best compared isomer or geometry (same formula, charge and spin) in kJ/mol: 0.0
Charge: +2
HOMO-LUMO gap (alpha / beta) in eV: 7.2 / 5.9
E_LUMO (alpha / beta) in eV: -4.83 / -8.01
HOMO level (alpha / beta) in eV: -12.0 / -13.9